Entry from OMol25: a molecular structure, C24H60B2BeF20N5O17S4 in a non-equilibrium geometry (ωB97M-V/def2-TZVPD).

Calculated values
net charge: +1
LUMO level: -0.102 Eh

```
133
Properties=species:S:1:pos:R:3:forces:R:3:lowdin_charge:R:1
Be 0.800 0.540 -0.846 0.152 -0.137 -0.364 0.70
C -0.253 -4.849 -0.180 -0.223 -0.600 0.409 -0.04
C -1.181 -5.011 1.030 0.124 1.641 0.179 -0.23
C -0.462 -4.386 2.227 -0.665 -0.150 0.594 -0.18
O -1.360 -4.461 3.344 0.112 -0.518 -0.971 -0.20
C -0.770 -4.246 4.594 -0.126 0.465 0.629 -0.10
N -2.438 -4.098 0.849 0.347 -1.385 0.138 0.23
H -2.174 -3.216 0.431 0.439 0.866 -0.044 0.07
H -3.143 -4.494 0.224 0.187 -0.108 0.256 0.16
H -2.817 -3.950 1.786 -0.133 0.215 0.035 0.15
H -0.721 -5.164 -1.099 -0.239 -0.089 -0.353 0.08
H 0.663 -5.450 -0.062 -0.348 0.337 0.138 0.11
H 0.011 -3.795 -0.267 0.171 -0.198 0.025 0.06
H -1.582 -5.996 1.307 0.328 0.190 -0.380 0.16
H -0.198 -3.338 2.065 -0.046 -0.008 -0.322 0.13
H 0.468 -4.927 2.377 0.062 -0.319 0.298 0.13
H -0.385 -3.216 4.680 -0.101 -0.223 -0.008 0.09
H 0.039 -4.948 4.805 0.074 -0.087 -0.135 0.09
H -1.565 -4.406 5.335 0.298 0.153 -0.151 0.10
C 7.189 0.344 1.676 -1.236 0.133 0.100 -0.02
C 6.045 1.041 0.878 0.571 -0.027 0.443 -0.25
C 6.303 2.557 0.693 0.835 -0.863 0.477 -0.16
O 7.623 2.685 0.073 -2.029 0.901 -0.392 -0.20
C 7.574 3.959 -0.593 0.914 0.027 0.077 -0.10
N 5.968 0.449 -0.519 1.358 1.382 1.210 0.23
H 6.796 0.791 -0.997 0.027 0.272 -0.458 0.16
H 5.995 -0.544 -0.528 -0.570 -1.240 0.170 0.12
H 5.121 0.810 -0.932 -0.586 0.093 -0.913 0.08
H 7.120 0.636 2.732 0.139 0.138 -0.332 0.09
H 8.167 0.572 1.281 0.241 0.352 -0.108 0.07
H 7.091 -0.739 1.673 -0.264 -0.156 -0.135 0.08
H 5.038 0.864 1.278 0.367 0.075 0.264 0.14
H 6.364 3.124 1.633 -0.279 -0.546 0.099 0.14
H 5.482 3.021 0.131 0.322 -0.171 -0.347 0.13
H 8.566 4.152 -1.003 -0.057 -0.014 0.041 0.09
H 7.308 4.780 0.089 0.121 -0.272 0.077 0.10
H 6.848 3.964 -1.397 -0.208 -0.157 -0.244 0.09
C -2.806 0.136 -8.436 -0.353 -0.424 0.183 -0.03
C -2.573 -0.021 -6.944 -0.362 0.328 0.259 -0.25
C -2.217 1.299 -6.271 0.136 -0.064 -1.545 -0.25
O -2.314 1.039 -4.963 -0.633 -0.664 3.091 -0.23
C -1.614 1.895 -4.051 0.860 0.061 -0.659 -0.01
N -3.903 -0.495 -6.205 0.694 0.083 -0.754 0.24
H -4.142 -1.450 -6.469 -0.050 0.064 -0.075 0.17
H -3.717 -0.469 -5.206 0.616 -0.046 0.557 0.12
H -4.715 0.109 -6.334 0.127 0.094 -0.463 0.17
H -1.934 0.517 -8.985 -0.017 -0.295 0.468 0.11
H -3.605 0.867 -8.623 0.036 -0.306 0.049 0.09
H -3.076 -0.847 -8.826 -0.051 0.217 -0.434 0.09
H -1.865 -0.808 -6.632 -0.210 0.352 -0.366 0.16
H -2.930 2.059 -6.629 0.101 0.245 0.037 0.15
H -1.199 1.612 -6.526 -0.009 -0.052 -0.419 0.15
H -2.105 2.863 -4.052 0.186 0.235 0.307 0.11
H -0.580 1.956 -4.437 -0.305 0.383 0.284 0.09
H -1.546 1.458 -3.048 -0.485 0.019 -0.382 0.07
C 2.014 2.999 5.359 -0.019 0.110 -0.005 -0.03
C 0.542 2.632 5.246 -0.202 -0.968 0.208 -0.26
C 0.281 1.131 5.579 0.108 1.132 -0.382 -0.17
O 0.847 0.950 6.887 0.074 -1.364 -1.009 -0.21
C 0.898 -0.479 7.040 -0.484 -0.128 0.826 -0.08
N -0.117 3.397 6.406 -1.083 -0.738 -0.432 0.21
H 0.031 4.404 6.326 0.100 -0.159 0.406 0.17
H -1.116 3.184 6.470 -0.148 0.409 -0.608 0.17
H 0.191 2.947 7.272 0.860 0.458 0.077 0.15
H 2.636 2.500 4.618 -0.220 -0.207 -0.017 0.09
H 2.324 2.724 6.369 0.361 0.081 -0.167 0.09
H 2.185 4.068 5.188 -0.187 -0.100 0.074 0.10
H 0.109 2.896 4.275 -0.094 0.137 0.356 0.15
H 0.743 0.559 4.749 0.150 0.090 0.648 0.14
H -0.773 0.766 5.616 0.379 0.752 -0.266 0.14
H 1.344 -0.775 7.997 0.056 0.409 -0.294 0.10
H 1.406 -0.950 6.205 0.402 0.075 -0.050 0.09
H -0.126 -0.862 7.022 -0.063 -0.067 0.083 0.09
C -5.634 0.985 0.467 1.109 -0.177 -1.020 -0.01
C -4.631 0.045 -0.279 -1.080 -0.757 -0.191 -0.22
C -5.167 -1.458 -0.301 0.666 1.417 -0.806 -0.17
O -6.410 -1.523 -1.016 0.718 0.026 0.472 -0.19
C -6.784 -2.878 -1.036 -0.602 -0.681 0.026 -0.12
N -4.534 0.537 -1.753 -0.872 -0.112 1.055 0.22
H -4.219 1.503 -1.712 0.405 0.854 0.154 0.10
H -3.858 0.022 -2.297 0.806 -0.647 -0.207 0.08
H -5.422 0.478 -2.251 -0.151 -0.001 0.393 0.16
H -5.244 2.004 0.411 -0.005 -0.002 0.063 0.08
H -5.694 0.714 1.521 -0.152 -0.168 -0.179 0.10
H -6.601 0.960 -0.052 0.081 -0.156 0.430 0.09
H -3.589 0.124 0.090 -0.779 -0.140 -0.010 0.13
H -5.281 -1.863 0.714 0.128 0.379 -0.141 0.13
H -4.479 -2.091 -0.881 0.315 0.116 0.373 0.10
H -6.067 -3.541 -1.567 -0.231 0.534 -0.031 0.09
H -7.777 -2.951 -1.484 0.210 -0.015 -0.114 0.09
H -6.863 -3.285 -0.017 -0.017 0.166 -0.029 0.09
B 2.191 2.316 1.506 -0.566 -0.291 -0.114 -1.30
F 1.029 2.212 2.279 -0.066 0.070 0.965 0.12
F 2.658 1.000 1.260 0.939 -0.025 0.823 0.08
F 1.800 2.700 0.249 -0.386 0.859 -1.531 0.14
F 3.093 3.236 2.068 0.100 -0.749 0.009 0.11
B -1.734 -0.693 1.913 -0.487 0.554 0.113 -1.29
F -1.366 -0.687 3.255 0.360 -0.612 0.188 0.13
F -1.700 0.597 1.444 -0.208 0.523 -0.362 0.15
F -0.944 -1.479 1.060 0.307 -0.604 0.307 0.10
F -3.074 -1.201 1.809 -0.117 -0.413 0.052 0.07
C 2.597 1.627 -4.160 0.814 2.105 -1.915 -0.56
F 2.083 2.921 -4.018 0.692 -2.575 -0.168 0.11
F 1.720 0.870 -4.848 0.397 0.745 0.191 0.12
F 3.769 1.743 -4.873 -1.591 -0.105 0.293 0.10
S 3.064 0.839 -2.636 5.435 1.102 -1.679 0.46
O 4.036 1.735 -2.078 1.203 -0.132 -0.223 -0.24
O 1.898 1.035 -1.921 -8.805 -0.383 5.025 -0.19
O 3.405 -0.490 -2.924 0.419 -1.326 -0.573 -0.19
C 3.481 -2.779 1.808 -0.744 1.494 -1.241 -0.60
F 4.706 -3.326 1.716 -1.086 -0.345 0.789 0.13
F 2.516 -3.641 2.205 1.231 0.243 1.101 0.10
F 3.579 -1.675 2.605 -0.307 -1.518 -0.023 0.11
S 2.982 -2.253 0.108 -0.594 0.622 0.613 0.50
O 1.877 -1.273 0.220 -0.285 -0.317 -0.581 -0.31
O 4.229 -1.643 -0.230 1.191 0.801 -1.121 -0.30
O 2.635 -3.499 -0.511 -0.157 -0.026 -0.358 -0.28
C -0.201 -2.107 -3.246 -0.398 -1.668 -0.828 -0.66
F -0.709 -2.409 -4.472 0.036 0.072 0.410 0.11
F 0.272 -3.243 -2.731 0.376 0.540 -0.292 0.16
F 0.712 -1.206 -3.415 1.181 0.405 -0.183 0.17
S -1.478 -1.465 -2.152 -1.460 0.197 -1.280 0.60
O -0.804 -0.321 -1.533 0.887 0.542 0.877 -0.24
O -2.542 -1.073 -3.095 0.495 0.501 0.867 -0.32
O -1.888 -2.589 -1.366 0.092 0.196 0.698 -0.27
C -2.071 4.342 1.001 -0.839 -0.650 -1.947 -0.56
F -1.141 5.295 1.135 -0.907 -0.529 0.872 0.13
F -1.978 3.373 1.926 -0.275 1.407 0.165 0.12
F -3.363 4.917 1.000 2.375 -0.798 0.694 0.05
S -1.814 3.538 -0.695 -0.106 -1.595 1.214 0.50
O -0.874 2.424 -0.488 -0.193 0.434 -0.372 -0.33
O -3.161 3.050 -1.011 -0.170 -0.260 -0.287 -0.36
O -1.344 4.629 -1.468 0.313 0.752 -1.015 -0.28
```
Forces are in eV/Å.